4 unconnected molecules or ions with the total composition C30H63FO14S, computed with wB97M-V/def2-TZVPD.

Structure (XYZ):
```
109
Properties=species:S:1:pos:R:3:mulliken_charge:R:1
S 5.51015 -0.88638 4.75378 1.289
F 5.09656 -1.48943 6.13607 -0.238
O 3.91166 3.91035 4.34747 -0.527
O -2.71391 7.16598 3.16432 -0.256
O 6.29064 0.26417 5.05365 -0.530
O -0.23817 -2.96247 -3.87650 -0.223
O -5.92116 -6.53427 -5.99003 -0.255
O -0.19900 5.32295 5.22273 -0.383
O 0.58421 -1.33996 -1.39303 -0.288
O 6.01883 -1.94899 3.96553 -0.608
O -4.48024 -6.31411 -9.25839 -0.244
O -1.03003 4.74325 2.29904 -0.364
O 1.63861 -0.24275 4.30826 -0.504
O -1.41244 -3.53181 -0.53182 -0.228
O -3.72670 -4.54119 -6.85128 -0.380
O 2.54734 -2.08302 5.19736 -0.587
C 3.93138 -0.39078 4.07396 -0.629
C -0.49864 -2.68726 -5.23419 -0.669
C 2.56140 3.54465 1.18579 -1.585
C 1.16586 -2.49639 -1.97586 -0.512
C -5.14025 -4.42310 -6.85234 -0.439
C 3.57142 1.09643 4.07145 1.145
C 1.05351 -2.54679 -3.48244 -0.654
C 3.16072 2.34594 0.45568 0.630
C 1.73858 0.89043 2.14334 -1.022
C -3.13470 5.99126 2.49794 -0.604
C -0.01960 5.58844 2.82873 -0.800
C 3.66945 1.74214 5.46905 -0.979
C 4.26691 3.16265 5.50941 0.094
C -4.62965 -6.13251 -10.64637 -0.773
C 5.76901 3.20344 5.72572 -1.674
C -1.59114 -4.37941 0.57909 -0.770
C -5.81687 -5.15094 -5.71320 -0.571
C -3.19506 -5.93711 -8.80339 -0.615
C -0.83088 -1.31669 -1.28614 -0.520
C 2.87489 0.96057 1.11354 -0.697
C -1.37499 -2.16804 -0.16140 -0.397
C -6.23060 -7.28456 -4.83939 -0.758
C -2.30140 4.80480 2.92488 -0.490
C -3.18131 -5.77083 -7.30098 -0.423
C 0.17690 4.54194 6.33084 -0.665
C 0.61349 5.05918 4.09333 0.625
C -3.20283 8.33399 2.54836 -0.771
C 4.67912 2.54507 0.28984 -1.606
C 2.09091 0.98191 3.64192 0.667
C 2.66573 -1.04659 4.62922 0.244
H -1.62494 -5.40164 0.20802 0.231
H 6.28908 2.73058 4.88573 0.375
H 4.23373 1.11731 6.16408 0.614
H 1.27425 -1.55249 -3.89271 0.349
H -2.88895 -4.99266 -9.27203 0.341
H -5.63404 -6.45569 -10.91221 0.233
H 4.01673 -0.78614 3.05566 0.368
H -1.50201 -3.04574 -5.45832 0.113
H 5.05494 2.09078 -0.62762 0.344
H -0.74426 -2.03485 0.72797 0.173
H -0.47414 4.81054 7.16028 0.330
H -2.39052 -1.82516 0.08395 0.427
H -1.07904 -0.27756 -1.05932 0.441
H 4.14979 1.63121 3.32016 0.224
H 1.21836 4.73180 6.62036 0.219
H -7.18457 -6.96978 -4.39936 0.310
H 0.76165 -3.40945 -1.53322 0.257
H -2.13658 -5.74820 -6.98348 0.391
H 4.92556 3.60917 0.24036 0.388
H 2.74980 4.45309 0.60736 0.620
H -2.84502 9.18311 3.12699 0.235
H -2.46568 -6.71171 -9.08072 0.436
H 6.06037 2.65407 6.62076 0.442
H 0.75598 5.61407 2.06126 0.444
H -4.50768 -5.07898 -10.92490 0.323
H -0.45079 -1.61038 -5.43540 0.323
H 2.73880 2.30920 -0.55189 0.537
H -6.30861 -8.32736 -5.14005 0.232
H 1.80270 -3.25274 -3.86948 0.442
H -4.18867 5.78974 2.73755 0.438
H 0.21624 -3.19982 -5.88949 0.317
H -4.29918 8.35164 2.53330 0.315
H -2.52875 -4.16068 1.10402 0.316
H -2.20996 4.77834 4.01338 0.239
H 1.48600 1.75791 4.10751 -0.182
H 2.61542 0.27151 0.30621 0.037
H -6.82183 -4.72877 -5.56877 0.431
H -5.56509 -4.73462 -7.80930 0.226
H 3.77865 3.68032 6.33920 0.194
H -5.44589 -7.18899 -4.07967 0.312
H 3.00717 3.68553 2.17452 0.295
H 1.59611 5.53010 4.23009 0.481
H -5.24056 -4.99042 -4.79275 0.321
H -3.90371 -6.73027 -11.21066 0.311
H -5.33345 -3.35657 -6.72073 0.376
H 6.09907 4.24023 5.79658 0.385
H 2.65466 1.80059 5.87002 0.421
H -2.83670 8.42318 1.51877 0.318
H -0.38689 6.60562 2.98209 0.322
H 5.22898 2.12924 1.13933 0.323
H -0.76176 -4.28412 1.28968 0.304
H 4.61195 3.80107 3.69514 0.333
H 1.47960 3.48025 1.30724 0.249
H 3.80922 0.57700 1.53001 0.517
H -3.04683 6.11940 1.41131 0.335
H -3.66825 -6.62181 -6.81939 0.216
H -2.82346 3.90256 2.59941 0.382
H -1.30502 -1.58547 -2.23262 0.203
H 1.21284 -0.06100 2.03258 0.287
H 0.06128 3.47085 6.11989 0.269
H 2.22772 -2.43442 -1.72785 0.393
H 0.99827 1.65684 1.92053 0.272
H 0.77021 3.97652 3.98710 -0.577
```

The value obtained for the total energy is -74344.4128 eV. The SMILES is CC(C)CC[C@H]1OC(=O)[C@H](S(=O)(=O)F)[C@@H]1C[C@@H](C)O.COCCOCCOC.COCCOCCOC.COCCOCCOC. The value obtained for the HOMO energy is -9.36 eV. For the gap between HOMO and LUMO, the calculation gives 9.9 eV.


A molecular structure, C30H64NiO8P2Si4Te in a non-equilibrium geometry, computed with wB97M-V/def2-TZVPD.

Structure (XYZ):
```
110
Properties=species:S:1:pos:R:3:mulliken_spin:R:1
Te 0.57686 -0.98796 -0.55809 0.130
Ni 0.37698 1.08103 0.61540 1.776
P -1.79330 0.10363 2.51365 0.018
P -2.30331 2.27626 0.16321 0.007
Si 2.86037 -3.94615 -1.41610 -0.002
Si 1.84884 -2.07576 -2.45478 0.031
Si 3.50358 -0.81010 -3.56046 0.005
Si 0.32272 -2.91460 -4.05233 0.005
O -1.00085 2.13829 -0.54640 0.004
O -0.35809 -0.23209 2.34431 -0.005
O -2.65771 -1.26263 2.47490 0.000
O -2.17024 0.75914 3.91621 -0.001
O -2.62133 3.65825 0.86344 0.001
O 2.08960 1.98869 1.12562 0.029
O -0.42246 2.39019 2.12350 0.011
O -3.52241 2.21811 -0.87003 0.005
C 1.22154 -3.80058 -5.47211 0.000
C -3.73233 1.51449 -2.11232 0.000
C 4.22100 4.19279 2.95298 0.001
C -5.06457 0.79051 -1.99025 -0.007
C 4.63287 0.09368 -2.34168 0.000
C -2.95160 -0.01561 6.03394 0.000
C -2.11791 -3.35720 1.39430 -0.016
C 4.57842 -1.97385 -4.60698 0.000
C -2.69815 5.10516 -1.15145 -0.001
C 2.40120 2.87503 1.98125 -0.017
C 3.32437 4.83738 3.83326 0.000
C 0.10565 3.22983 2.88917 -0.014
C 4.32431 -3.39219 -0.34806 0.003
C -2.86655 -3.26186 3.79456 0.000
C -0.80010 5.26932 0.49395 -0.001
C -0.60147 0.85546 5.76895 0.000
C -2.07979 -2.57054 2.69236 0.003
C -2.87254 1.02578 1.36200 -0.001
C 3.51736 -5.21787 -2.66556 0.001
C 3.77800 3.26839 2.05771 0.005
C -2.27938 4.96009 0.30646 0.000
C -0.71686 -1.55492 -4.87246 -0.003
C 1.63307 -4.86503 -0.30202 0.008
C -0.86266 -4.19172 -3.29870 0.005
C -1.74124 0.08568 5.12285 0.000
C -0.82841 3.95311 3.83615 0.008
C 2.74221 0.45687 -4.74919 0.000
C 2.00294 4.51269 3.78441 0.000
C 1.49474 3.53701 2.88610 -0.008
C -2.61555 0.56452 -2.51285 -0.003
H 5.15783 -3.04941 -0.96586 0.000
H -2.84299 -2.67930 4.71613 0.000
H 2.23712 -0.04196 -5.57957 0.000
H -0.54456 5.37285 1.54736 0.000
H 4.05583 -6.01923 -2.15476 0.000
H 4.68937 -4.20504 0.28342 0.000
H 5.30915 -1.41818 -5.19881 0.000
H -2.47322 -0.22079 -1.76632 0.000
H -1.81579 3.51272 3.74145 -0.002
H -3.76567 -0.54745 5.54164 0.000
H 2.70195 -5.67506 -3.23025 0.000
H -3.81872 2.29255 -2.87762 -0.001
H -1.19712 -0.92127 -4.12369 0.003
H 5.21805 -0.61640 -1.75335 0.000
H -2.43985 -4.24518 3.99074 0.000
H 4.20168 -4.76162 -3.38371 0.000
H -2.88213 0.09537 -3.46018 0.000
H -4.97282 -0.05013 -1.29952 0.000
H -1.03589 -2.45285 2.99027 -0.002
H -0.16450 0.26314 6.57231 0.000
H -1.54791 -2.83938 0.62237 0.015
H 1.83635 -3.10506 -6.04762 0.000
H -5.82866 1.47087 -1.61468 0.007
H -1.49561 -1.97987 -5.50955 0.000
H 2.00520 1.08118 -4.23873 0.000
H -1.66933 -4.33875 1.55257 -0.001
H 2.12806 -5.65150 0.27181 0.000
H -2.54248 6.13270 -1.47676 0.000
H 5.12800 -2.67669 -3.97683 0.000
H -1.37949 -0.91268 4.86091 0.000
H -1.30161 -3.82501 -2.36741 0.000
H 0.50636 -4.25634 -6.16060 0.000
H 3.68451 5.58686 4.52478 0.000
H -0.18961 4.47076 0.07077 0.000
H 0.17230 1.07451 5.03159 0.000
H -2.87410 5.64318 0.91551 0.000
H -3.14718 -3.48736 1.05320 0.000
H -3.75065 4.85233 -1.26856 0.001
H 4.04486 0.69228 -1.64165 0.002
H -0.88286 5.01148 3.57724 -0.001
H -5.37178 0.41518 -2.96597 0.000
H 4.03066 -2.56587 0.30380 -0.001
H -3.62527 1.52408 1.97376 0.000
H -0.08969 -0.91251 -5.49460 0.000
H -0.55612 6.20025 -0.01644 0.000
H -0.97107 1.79295 6.18624 0.000
H 0.83522 -5.32660 -0.88845 0.000
H 4.45756 2.78586 1.36723 0.000
H -0.48998 3.86206 4.86590 0.001
H 3.96845 -2.56039 -5.29691 0.000
H -3.29571 0.99060 6.27796 0.000
H -0.33082 -5.11881 -3.07115 0.000
H -2.68849 -0.53564 6.95501 0.000
H 3.50452 1.11592 -5.17020 0.000
H 5.27260 4.45085 2.98797 0.000
H 1.87701 -4.59092 -5.10115 0.000
H 1.16745 -4.16915 0.40027 -0.004
H -3.37883 0.25649 0.78012 0.004
H -3.90732 -3.38044 3.48922 0.000
H -2.10144 4.44146 -1.77934 0.000
H -1.67582 -4.43479 -3.98570 0.001
H -1.67225 1.09048 -2.63177 -0.001
H 5.33003 0.76043 -2.85362 0.000
H 1.31946 5.02150 4.45097 0.000
```

The expectation value of S² is 2.007. The value obtained for the total energy is -146962.5538 eV. The spin multiplicity is 3. The value obtained for the HOMO energy (alpha / beta) is -6.80 / -6.77 eV. The value obtained for the energy relative to the best compared isomer or geometry (same formula, charge and spin) is 149.7 kJ/mol. For the gap between HOMO and LUMO (alpha / beta), the calculation gives 7.1 / 6.9 eV.